92
Properties=species:S:1:pos:R:3:mulliken_spin:R:1 method="wB97M-V/def2-TZVPD" lumo_energy_ev="-11.41 / -12.29" multiplicity=2 total_charge=+4 e_tot_ha=-2720.7235
Ir 1.6031 2.4297 0.0885 0.001
N 0.1396 3.3826 1.3441 0.000
C -1.3064 3.0076 1.2335 0.000
C -1.8644 3.2503 -0.1571 0.000
C -1.3037 2.3243 -1.2224 0.000
N 0.1218 2.6535 -1.5156 0.000
H 0.4088 3.3398 2.3249 0.000
H 0.2063 4.3746 1.1144 0.000
H -1.8631 3.5815 1.9749 0.000
H -1.4020 1.9535 1.4902 0.000
H -1.7308 4.2969 -0.4534 0.000
H -2.9435 3.0984 -0.1087 0.000
H -1.8852 2.4050 -2.1412 0.000
H -1.3510 1.2877 -0.8861 0.000
H 0.1542 3.6438 -1.7570 0.000
H 0.4172 2.1744 -2.3630 0.000
C 3.5464 -0.0890 -2.6516 0.000
N 3.5946 1.1326 -3.4574 0.000
C 4.2870 0.9409 -4.7516 0.000
C 3.2797 2.3306 -2.9877 0.000
S 3.4263 2.5824 -1.2000 0.000
N 3.0238 3.3618 -3.7739 0.000
C 3.1219 4.7676 -3.3509 0.000
C 2.5896 3.2124 -5.1764 0.000
H 3.0967 -0.8769 -3.2554 0.000
H 2.9607 0.0630 -1.7506 0.000
H 4.5552 -0.3977 -2.3756 0.000
H 5.1006 0.2392 -4.5768 0.000
H 4.7159 1.8765 -5.0935 0.000
H 3.6221 0.5273 -5.5074 0.000
H 3.5148 4.8545 -2.3455 0.000
H 2.1417 5.2401 -3.4174 0.000
H 3.7980 5.2836 -4.0320 0.000
H 2.1615 2.2276 -5.3371 0.000
H 3.4086 3.3823 -5.8727 0.000
H 1.8272 3.9676 -5.3588 0.000
C -3.2775 -3.9842 -1.4014 0.000
C -1.8590 -3.4419 -1.1823 0.002
C -1.8092 -2.0197 -1.7501 0.001
C -0.8911 -4.3075 -2.0021 0.000
C -1.4774 -3.4477 0.3372 0.003
O -1.1692 -4.7637 0.7713 0.003
C -2.5742 -2.8426 1.2748 0.034
C -3.5318 -3.9347 1.8099 0.091
C -4.5158 -3.4937 2.8423 0.139
C -4.0920 -3.2675 4.1823 0.034
C -4.9957 -3.0216 5.1684 0.083
C -6.3823 -2.9727 4.8374 0.270
Cl -7.5026 -2.7207 6.0366 0.200
C -6.8222 -3.1533 3.4933 0.092
C -5.8969 -3.4044 2.5260 0.024
C -0.0830 -2.8106 0.6098 0.002
N 0.0761 -1.3609 0.8799 0.001
C 0.5278 -0.4084 0.0737 -0.001
N 0.8202 0.6757 0.7946 -0.001
C 0.4781 0.3207 2.0712 0.000
N 0.0498 -0.9061 2.1517 0.000
H -3.5000 -3.9839 -2.4681 0.000
H -4.0398 -3.3739 -0.9153 0.001
H -3.3871 -5.0191 -1.0683 0.000
H -2.2135 -2.0202 -2.7626 0.000
H -0.7781 -1.6703 -1.8335 0.000
H -2.3958 -1.3047 -1.1654 0.000
H -1.2387 -4.3467 -3.0346 0.000
H -0.8269 -5.3330 -1.6442 0.000
H 0.1234 -3.9039 -2.0219 0.000
H -1.7229 -5.4122 0.3201 0.000
H -3.1389 -2.0670 0.7531 -0.005
H -2.0905 -2.3686 2.1332 0.001
H -2.9116 -4.7070 2.2716 0.021
H -4.0764 -4.3971 0.9903 0.010
H -3.0396 -3.3504 4.4238 -0.002
H -4.6995 -2.8924 6.2006 -0.001
H -7.8813 -3.1096 3.2766 -0.001
H -6.2187 -3.5793 1.5073 -0.001
H 0.6127 -3.0440 -0.1915 0.000
H 0.2790 -3.2971 1.5128 0.000
H 0.6956 -0.5271 -0.9820 0.000
H 0.6015 0.9528 2.9350 0.000
C 2.7346 3.6324 3.6613 0.000
Sb 3.4025 2.4528 2.0338 0.000
C 5.2966 3.2403 1.5490 0.000
C 3.7862 0.5538 2.8769 0.000
H 3.5724 3.7322 4.3515 0.000
H 1.9193 3.1468 4.1986 0.000
H 2.4384 4.6284 3.3360 0.000
H 5.8911 3.2119 2.4615 0.000
H 5.1998 4.2691 1.2089 0.000
H 5.7745 2.6339 0.7840 0.000
H 4.6999 0.6186 3.4659 0.000
H 3.9185 -0.1849 2.0887 0.000
H 2.9683 0.2552 3.5287 0.000